# 1
Formula: C42H98N3O6S2
Source: the OMol25 dataset
Level of theory: ωB97M-V with the def2-TZVPD basis set

Each line ends with the Löwdin charge.
Atoms and positions in Å:
C (-11.258, -6.006, -2.597)  -0.121
C (-10.228, -4.922, -2.283)  -0.264
C (-8.864, -5.171, -2.955)  -0.214
C (-7.650, -4.940, -2.045)  -0.218
C (-7.075, -3.532, -2.161)  -0.210
C (-5.901, -3.280, -1.202)  -0.213
C (-4.690, -2.656, -1.888)  -0.222
C (-3.548, -2.406, -0.908)  -0.219
N (-2.825, -1.140, -1.127)  -0.189
C (-1.974, -0.805, 0.056)  -0.185
C (-2.587, 0.253, 0.960)  -0.179
C (-2.223, 1.702, 0.630)  -0.216
C (-0.754, 2.009, 0.931)  -0.211
C (-0.467, 3.461, 1.306)  -0.197
C (-0.334, 4.428, 0.113)  -0.223
C (0.806, 5.428, 0.334)  -0.261
C (2.177, 4.834, -0.033)  -0.099
C (-2.154, -1.077, -2.330)  -1.066
S (-1.868, -2.315, -3.353)  0.765
S (-1.662, 0.572, -2.646)  0.965
C (-0.657, 0.392, -4.119)  -0.505
C (0.162, 1.662, -4.362)  -0.240
C (-0.632, 2.978, -4.242)  -0.176
C (-0.507, 3.925, -5.465)  -0.297
C (0.337, 5.178, -5.155)  -0.054
N (-0.486, 6.432, -5.151)  0.071
C (-1.814, 6.169, -4.500)  -0.096
C (-2.598, 5.344, -5.494)  -0.181
N (-1.796, 4.265, -6.103)  -0.004
H (-12.276, -5.659, -2.414)  0.066
H (-11.101, -6.894, -1.983)  0.072
H (-11.199, -6.305, -3.646)  0.070
H (-10.096, -4.854, -1.200)  0.097
H (-10.638, -3.967, -2.623)  0.100
H (-8.787, -4.548, -3.852)  0.107
H (-8.843, -6.206, -3.306)  0.103
H (-7.943, -5.127, -1.009)  0.092
H (-6.866, -5.656, -2.309)  0.114
H (-6.770, -3.354, -3.197)  0.110
H (-7.874, -2.810, -1.956)  0.115
H (-5.600, -4.239, -0.762)  0.107
H (-6.226, -2.653, -0.366)  0.110
H (-4.361, -3.343, -2.670)  0.083
H (-4.972, -1.713, -2.367)  0.122
H (-2.851, -3.251, -0.881)  0.115
H (-3.976, -2.311, 0.094)  0.120
H (-0.963, -0.541, -0.254)  0.107
H (-1.876, -1.729, 0.633)  0.119
H (-2.234, 0.069, 1.978)  0.090
H (-3.675, 0.139, 0.952)  0.118
H (-2.494, 1.947, -0.397)  0.073
H (-2.843, 2.349, 1.261)  0.112
H (-0.118, 1.732, 0.083)  0.102
H (-0.448, 1.383, 1.776)  0.098
H (-1.270, 3.813, 1.962)  0.114
H (0.453, 3.499, 1.895)  0.104
H (-0.124, 3.838, -0.788)  0.081
H (-1.273, 4.960, -0.069)  0.103
H (0.831, 5.676, 1.398)  0.107
H (0.629, 6.365, -0.199)  0.091
H (2.080, 4.061, -0.798)  0.063
H (2.861, 5.598, -0.405)  0.069
H (2.647, 4.409, 0.851)  0.049
H (0.003, -0.464, -3.963)  0.057
H (-1.280, 0.160, -4.985)  0.080
H (0.581, 1.572, -5.367)  0.110
H (1.013, 1.669, -3.679)  0.114
H (-1.693, 2.768, -4.085)  0.086
H (-0.302, 3.498, -3.339)  0.093
H (0.058, 3.392, -6.231)  0.136
H (0.762, 5.096, -4.156)  0.132
H (1.157, 5.313, -5.856)  0.139
H (-0.677, 6.722, -6.114)  0.185
H (0.025, 7.177, -4.677)  0.187
H (-2.318, 7.121, -4.341)  0.140
H (-1.633, 5.695, -3.537)  0.137
H (-3.510, 4.979, -5.019)  0.133
H (-2.923, 6.027, -6.287)  0.121
H (-2.353, 3.420, -6.057)  0.118
C (0.212, -7.109, -3.458)  -0.062
C (-0.472, -6.832, -2.129)  -0.503
C (-1.963, -7.128, -2.189)  -0.061
O (-0.244, -5.485, -1.715)  -0.069
H (-0.211, -6.471, -4.239)  0.080
H (1.279, -6.897, -3.391)  0.079
H (0.082, -8.149, -3.762)  0.080
H (-0.012, -7.443, -1.351)  0.137
H (-2.443, -6.488, -2.935)  0.079
H (-2.430, -6.930, -1.224)  0.076
H (-2.151, -8.167, -2.460)  0.080
H (-0.638, -4.907, -2.380)  0.039
C (6.191, 2.324, 3.374)  -0.053
C (4.756, 2.808, 3.256)  -0.491
C (3.791, 1.664, 2.987)  -0.057
O (4.646, 3.810, 2.240)  -0.067
H (6.511, 1.852, 2.440)  0.085
H (6.865, 3.158, 3.568)  0.059
H (6.301, 1.594, 4.176)  0.088
H (4.466, 3.316, 4.177)  0.140
H (4.046, 1.174, 2.042)  0.083
H (2.766, 2.026, 2.917)  0.066
H (3.833, 0.916, 3.780)  0.080
H (4.899, 3.403, 1.404)  0.083
C (-7.842, -4.121, 2.671)  -0.061
C (-7.814, -5.632, 2.500)  -0.501
C (-7.307, -6.336, 3.747)  -0.061
O (-7.033, -5.992, 1.360)  -0.062
H (-6.831, -3.746, 2.860)  0.079
H (-8.216, -3.640, 1.766)  0.072
H (-8.475, -3.828, 3.509)  0.080
H (-8.820, -5.988, 2.267)  0.138
H (-6.283, -6.021, 3.967)  0.081
H (-7.303, -7.416, 3.602)  0.080
H (-7.927, -6.103, 4.614)  0.081
H (-6.129, -5.698, 1.519)  0.083
C (-0.226, -1.505, 3.581)  -0.064
C (0.578, -0.810, 4.667)  -0.496
C (0.093, -1.173, 6.060)  -0.057
O (0.552, 0.607, 4.477)  -0.065
H (-1.277, -1.203, 3.633)  0.072
H (0.154, -1.227, 2.596)  0.074
H (-0.181, -2.590, 3.678)  0.085
H (1.630, -1.085, 4.566)  0.136
H (-0.948, -0.863, 6.190)  0.082
H (0.692, -0.666, 6.817)  0.082
H (0.152, -2.248, 6.232)  0.082
H (-0.362, 0.897, 4.581)  0.084
C (10.566, 5.493, 5.152)  -0.058
C (10.363, 4.224, 4.340)  -0.498
C (9.818, 4.522, 2.953)  -0.059
O (9.509, 3.310, 5.031)  -0.058
H (9.611, 6.009, 5.290)  0.081
H (10.965, 5.255, 6.138)  0.081
H (11.253, 6.176, 4.652)  0.082
H (11.315, 3.699, 4.245)  0.123
H (8.843, 5.014, 3.015)  0.078
H (9.688, 3.596, 2.391)  0.063
H (10.494, 5.173, 2.397)  0.085
H (8.652, 3.737, 5.139)  0.073
C (12.343, 0.872, 2.984)  -0.053
C (12.248, 1.680, 1.699)  -0.507
C (12.489, 0.818, 0.471)  -0.062
O (13.148, 2.787, 1.730)  -0.054
H (13.345, 0.445, 3.086)  0.083
H (12.157, 1.504, 3.852)  0.068
H (11.622, 0.054, 2.992)  0.083
H (11.257, 2.133, 1.633)  0.117
H (13.494, 0.389, 0.502)  0.082
H (12.408, 1.415, -0.438)  0.078
H (11.771, -0.002, 0.416)  0.079
H (14.044, 2.437, 1.792)  0.087

Lowest unoccupied orbital energy (eV): -3.16
Energy (a.u.): -3070.871004
Largest force on an atom (eV/A): 1.2
HOMO-LUMO gap (eV): 7.28
Net charge: +1
HOMO level (eV): -10.44

=====

# 2
Formula: C3H7Cl2P
Source: the OMol25 dataset
Level of theory: ωB97M-V with the def2-TZVPD basis set

Each line ends with the Löwdin charge.
Atoms and positions in Å:
C (2.380, 0.410, 0.454)  -0.143
C (0.947, 0.088, -0.334)  -0.635
Cl (0.934, -0.296, -2.169)  0.476
C (-0.353, 0.070, 0.395)  -0.781
P (-2.041, -0.354, -0.399)  0.585
Cl (-0.415, 0.454, 2.251)  0.429
H (2.879, -0.658, 0.631)  0.095
H (2.250, 0.984, 1.466)  0.062
H (3.127, 1.011, -0.250)  0.085
H (-1.838, 0.491, -1.544)  -0.025
H (-1.789, -1.775, -0.320)  -0.007
H (-2.717, 0.267, 0.746)  -0.027
H (-3.364, -0.692, -0.926)  -0.112

Lowest unoccupied orbital energy (eV): 0.51
Energy (a.u.): -1380.054585
Largest force on an atom (eV/A): 5.6
HOMO-LUMO gap (eV): 9.54
HOMO level (eV): -9.03
Energy relative to the best compared isomer or geometry (same formula, charge and spin) (kcal per mole): 95.17
SMILES string: C/C(Cl)=C(/[PH4])Cl

=====

# 3
Formula: C6H12N2O
Source: the OMol25 dataset
Level of theory: ωB97M-V with the def2-TZVPD basis set

Each line ends with the Löwdin charge.
Atoms and positions in Å:
H (-1.147, 1.860, 0.752)  0.065
N (-0.487, 1.428, 1.396)  0.173
C (0.425, 0.741, 0.835)  -0.413
C (1.475, 0.087, 1.678)  -0.040
C (0.704, 0.908, -0.644)  -0.399
C (1.991, 1.598, -1.010)  -0.002
O (-0.114, 0.552, -1.464)  0.091
H (1.662, -0.924, 1.320)  0.083
H (2.411, 0.642, 1.632)  0.082
H (1.140, 0.060, 2.712)  0.085
H (2.018, 1.803, -2.079)  0.089
H (2.100, 2.522, -0.448)  0.094
H (2.826, 0.944, -0.770)  0.086
H (0.057, -2.868, -0.730)  0.043
N (-0.855, -2.522, -1.033)  0.087
C (-1.401, -1.685, -0.279)  -0.354
C (-2.728, -1.095, -0.585)  -0.093
H (-0.923, -1.241, 0.679)  0.112
H (-3.022, -1.350, -1.599)  0.078
H (-3.470, -1.447, 0.128)  0.074
H (-2.663, -0.012, -0.492)  0.058

Lowest unoccupied orbital energy (eV): 0.64
Energy (a.u.): -420.521253
Largest force on an atom (eV/A): 2.0
HOMO-LUMO gap (eV): 10.11
HOMO level (eV): -9.47
Energy relative to the best compared isomer or geometry (same formula, charge and spin) (kcal per mole): 39.31
SMILES string: [H]/N=C(/C)C(C)=O.[H]/N=C/C